# 1
CH4NO2Si | ωB97M-V with the def2-TZVPD basis set

The geometry in XYZ format:
```
9
CH4NO2Si, DFT ωB97M-V with the def2-TZVPD basis set
C 2.2086 -0.2407 0.3602
N -1.1989 0.4352 -0.2993
O 1.6336 -0.4797 -0.7338
O 1.6756 -0.1777 1.4439
Si -2.4632 -0.1247 0.7466
H -0.2926 0.1414 -0.1294
H -1.4803 0.6505 -1.2362
H 3.4555 0.0493 0.4151
H -3.5384 -0.2537 -0.5672
```

Values from the calculation:
LUMO level, eV: 3.44
Kohn-Sham gap, eV: 7.8561
Total charge: -1
Energy relative to the best compared isomer or geometry (same formula, charge and spin), kJ/mol: 162.1

Results of the Löwdin charge analysis, in e, for atoms 1 through 8: -0.732, -0.225, -0.175, -0.124, 0.456, -0.094, -0.023, 0.111



# 2
C2H5NO | ωB97M-V with the def2-TZVPD basis set

The geometry in XYZ format:
```
9
C2H5NO, DFT ωB97M-V with the def2-TZVPD basis set
C -1.2646 0.0501 -0.0087
C 0.2747 0.4215 0.0530
O 0.7068 1.5434 0.2019
N 0.6865 -0.8035 -0.1121
H -1.6694 0.4225 0.9342
H -1.5121 -1.0053 -0.1277
H -1.6519 0.6181 -0.8565
H 2.3527 -0.2955 -0.3055
H 2.2016 -0.7908 0.2772
```

Values from the calculation:
LUMO level, eV: -0.88
Kohn-Sham gap, eV: 9.4020
Energy relative to the best compared isomer or geometry (same formula, charge and spin), kJ/mol: 466.9

Results of the Löwdin charge analysis, in e, for atoms 1 through 8: 0.000, -0.739, 0.036, 0.161, 0.091, 0.073, 0.090, 0.163



# 3
C4H10N2O3 | ωB97M-V with the def2-TZVPD basis set

The geometry in XYZ format:
```
19
C4H10N2O3, DFT ωB97M-V with the def2-TZVPD basis set
C 2.3303 0.6508 0.7488
N 1.7302 -0.3654 -0.1068
C 0.6632 -0.0927 -0.9095
O 0.3259 1.1430 -1.1755
H 1.7557 -1.3156 0.2388
H 0.5020 -0.8075 -1.7191
H 3.2725 0.2612 1.1320
H 2.5368 1.5362 0.1476
H 1.6927 0.9315 1.5881
C -2.2127 -0.7114 -0.8641
N -0.7696 0.4256 1.3239
C -0.9940 -1.0175 -0.0320
O -0.8510 1.6395 0.8842
O -0.6926 -2.0891 0.4080
H -0.0932 1.6046 -0.2763
H -1.6505 0.1565 1.8008
H -3.1032 -0.9252 -0.2670
H -2.2147 0.3316 -1.1769
H -2.2279 -1.3561 -1.7450
```

Values from the calculation:
LUMO level (spin up / spin down), eV: -0.52 / -0.73
Kohn-Sham gap (spin up / spin down), eV: 6.8147 / 7.4725
Energy relative to the best compared isomer or geometry (same formula, charge and spin), kJ/mol: 567.5

Results of the Löwdin charge analysis, in e, for atoms 1 through 8: -0.066, 0.005, -0.325, 0.008, 0.134, 0.153, 0.085, 0.090



# 4
C21H33N3O3S | ωB97M-V with the def2-TZVPD basis set

The geometry in XYZ format:
```
61
C21H33N3O3S, DFT ωB97M-V with the def2-TZVPD basis set
C -1.4655 -1.9891 1.1191
C -0.1436 -1.8264 0.3775
C 1.0153 -1.6947 1.3612
N 2.2863 -1.3356 0.7468
C 2.7157 -2.2924 -0.2700
C 2.3513 -1.8515 -1.6975
C 3.5122 -1.1946 -2.4355
C 3.3019 -1.1297 1.7671
C 4.4366 -0.2060 1.2987
N 4.1074 1.1823 1.5444
S 3.6880 2.1369 0.2442
O 4.3203 1.6686 -0.9608
O 3.9371 3.4889 0.6578
C 1.9304 1.8851 0.1176
C 1.1672 1.9580 1.2645
C -0.2104 1.8114 1.2049
C -0.7888 1.6044 -0.0388
C -0.0070 1.5468 -1.1975
C 1.3612 1.6819 -1.1280
C -0.8808 1.3110 -2.3933
C -2.3018 1.3521 -1.8049
N -2.1366 1.4372 -0.3554
C -3.1591 1.3619 0.5474
O -2.9695 1.3915 1.7460
C -4.5426 1.2224 -0.0535
C -5.6786 1.1586 0.9808
C -6.1648 -0.1638 0.3712
C -4.9242 -0.1980 -0.5332
H -2.2732 -2.1749 0.4139
H -1.4189 -2.8302 1.8077
H -1.7017 -1.0927 1.6875
H 0.0123 -2.6865 -0.2752
H -0.1822 -0.9303 -0.2397
H 1.1034 -2.6415 1.9288
H 0.7643 -0.9001 2.0691
H 3.8001 -2.4092 -0.2130
H 2.2787 -3.2812 -0.0612
H 1.5248 -1.1458 -1.6447
H 2.0194 -2.7239 -2.2664
H 3.2149 -0.9439 -3.4521
H 4.3629 -1.8715 -2.4918
H 3.8254 -0.2801 -1.9391
H 2.8331 -0.6575 2.6326
H 3.7329 -2.0896 2.1030
H 5.3589 -0.4660 1.8228
H 4.5995 -0.3252 0.2251
H 4.7125 1.6807 2.1739
H 1.6630 2.1322 2.2053
H -0.8198 1.8583 2.0914
H 1.9933 1.6347 -1.9996
H -0.6611 0.3428 -2.8478
H -0.7328 2.0763 -3.1551
H -2.8723 0.4588 -2.0635
H -2.8495 2.2294 -2.1653
H -4.6943 1.9864 -0.8173
H -6.3852 1.9842 0.9497
H -5.2893 1.0580 1.9916
H -6.2534 -0.9937 1.0679
H -7.0961 -0.0682 -0.1830
H -5.1284 -0.2930 -1.5985
H -4.1987 -0.9537 -0.2379
```

Values from the calculation:
LUMO level, eV: 0.62
Kohn-Sham gap, eV: 8.9066
Structure (SMILES): CCCN(CCC)CCNS(=O)(=O)c1ccc2c(c1)CCN2C(=O)C1CCC1
Energy relative to the best compared isomer or geometry (same formula, charge and spin), kJ/mol: 168.4

Results of the Löwdin charge analysis, in e, for atoms 1 through 8: -0.090, -0.233, -0.213, -0.164, -0.194, -0.229, -0.102, -0.192



# 5
C31H73BF2O13Si | ωB97M-V with the def2-TZVPD basis set

The geometry in XYZ format:
```
121
C31H73BF2O13Si, DFT ωB97M-V with the def2-TZVPD basis set
C 1.1799 0.0050 0.5209
Si -0.0122 -1.4596 0.8242
C 0.8347 -2.5838 2.1705
C -0.3060 -2.5950 -0.6896
C -1.3827 -2.0577 -1.7511
C -0.8014 -1.0805 -2.8664
F -0.7504 0.2778 -2.4408
F -1.7335 -1.1363 -3.9745
C 0.6167 -1.5039 -3.4709
O 0.7507 -2.3330 -4.4061
O 1.7604 -0.8573 -2.9104
C 2.6828 -0.4058 -3.9466
B 3.2404 1.1269 -3.6432
O 2.4305 2.2835 -4.0010
O 4.5195 1.4199 -3.0717
C -1.5979 -0.7699 1.6371
C -2.2794 0.5705 1.1667
C -3.5408 1.1561 1.8527
C -4.2045 0.4350 3.0688
C -3.5776 -0.9066 3.5514
C -2.3191 -1.4693 2.8515
H 0.6280 0.7495 -0.1702
H 2.1705 -0.3569 0.0723
H 1.3358 0.5281 1.5279
H 0.3363 -2.4258 3.1976
H 0.6880 -3.6807 1.8741
H 1.9442 -2.3180 2.2100
H 0.7167 -2.8579 -1.1248
H -0.7338 -3.5867 -0.2713
H -2.2974 -1.5651 -1.2533
H -1.8012 -2.9813 -2.3058
H 2.2472 -0.3777 -5.0006
H 3.6206 -1.0774 -3.8652
H 1.5436 1.9082 -4.1893
H 4.9729 0.6168 -2.7431
H -1.8245 1.1609 0.3067
H -3.9813 2.1462 1.4883
H -5.1141 0.8544 3.6073
H -4.0124 -1.4727 4.4491
H -1.8647 -2.4421 3.2476
C 2.5482 -6.6198 -0.0105
C 2.8356 -6.4999 1.4732
O 1.6976 -5.9856 2.1545
H 2.2819 -5.6457 -0.4295
H 3.4172 -7.0086 -0.5466
H 1.6987 -7.2862 -0.1876
H 3.6698 -5.8171 1.6469
H 3.0916 -7.4741 1.9015
H 0.9660 -6.5989 2.0043
C 1.5756 3.1664 -7.4307
C 3.0323 3.5612 -7.2874
O 3.2199 4.9033 -7.7229
H 1.2526 3.2615 -8.4712
H 1.4170 2.1354 -7.1050
H 0.9354 3.8258 -6.8370
H 3.6660 2.9146 -7.8988
H 3.3587 3.4800 -6.2466
H 2.6634 5.4689 -7.1718
C -0.7271 0.9489 6.3829
C -1.0398 2.3466 5.8841
O -1.2651 2.3246 4.4807
H 0.1563 0.5495 5.8773
H -0.5461 0.9502 7.4611
H -1.5545 0.2667 6.1658
H -0.2030 3.0200 6.0829
H -1.9302 2.7478 6.3766
H -2.0132 1.7332 4.3143
C -4.7870 4.2477 8.6898
C -3.3603 4.4245 8.2099
O -3.3253 4.5051 6.7899
H -5.2247 3.3446 8.2640
H -4.8264 4.1788 9.7796
H -5.4107 5.0876 8.3673
H -2.7464 3.5740 8.5151
H -2.9184 5.3365 8.6247
H -3.8625 5.2642 6.5278
C -4.8028 0.0131 11.2127
C -5.1205 1.4082 10.7120
O -5.3536 1.3860 9.3087
H -3.9218 -0.3856 10.7033
H -4.6159 0.0177 12.2892
H -5.6300 -0.6712 11.0023
H -4.2838 2.0829 10.9044
H -6.0093 1.8091 11.2100
H -6.1005 0.7943 9.1468
C -5.9396 -5.0988 3.4381
C -6.4152 -3.8149 4.0888
O -5.7190 -2.6999 3.5434
H -4.8651 -5.2304 3.5898
H -6.4629 -5.9639 3.8526
H -6.1081 -5.0705 2.3576
H -6.2254 -3.8382 5.1641
H -7.4888 -3.6711 3.9306
H -5.8983 -2.6797 2.5937
C 6.6007 4.2976 -2.7244
C 6.4699 4.1621 -1.2207
O 7.7550 4.1981 -0.6093
H 7.2192 3.4927 -3.1298
H 5.6205 4.2656 -3.2055
H 7.0914 5.2399 -2.9871
H 5.9997 3.2112 -0.9623
H 5.8610 4.9722 -0.8068
H 8.1610 5.0453 -0.8344
C 4.2959 -2.2959 -7.2848
C 4.4412 -0.7988 -7.4728
O 5.0162 -0.2101 -6.3096
H 3.6672 -2.5145 -6.4173
H 3.8506 -2.7588 -8.1685
H 5.2697 -2.7589 -7.0980
H 3.4648 -0.3380 -7.6376
H 5.0792 -0.5731 -8.3331
H 5.8829 -0.6157 -6.1759
C 0.6659 0.6429 -11.7625
C 0.5397 0.5125 -10.2575
O 1.8258 0.5523 -9.6509
H 1.2844 -0.1626 -12.1666
H -0.3157 0.6081 -12.2412
H 1.1542 1.5847 -12.0297
H 0.0717 -0.4383 -9.9942
H -0.0692 1.3234 -9.8448
H 2.2302 1.3997 -9.8805
```

Values from the calculation:
LUMO level, eV: 0.32
Kohn-Sham gap, eV: 8.8756
Structure (SMILES): C[Si](C)(CCC(F)(F)C(=O)OCB(O)O)c1ccccc1.CCO.CCO.CCO.CCO.CCO.CCO.CCO.CCO.CCO

Results of the Löwdin charge analysis, in e, for atoms 1 through 8: -0.200, 0.544, -0.191, -0.243, -0.125, -0.296, 0.034, 0.015



# 6
CClN3O2 | ωB97M-V with the def2-TZVPD basis set

The geometry in XYZ format:
```
7
CClN3O2, DFT ωB97M-V with the def2-TZVPD basis set
C 1.8557 -0.5939 0.0302
N 2.6489 -1.3918 -0.2602
N 0.9560 0.1635 0.5205
N -1.8324 0.0051 0.0165
O -2.5026 -0.8755 0.3792
O -1.8150 0.9728 -0.6308
Cl 0.6894 1.7198 -0.0553
```

Values from the calculation:
LUMO level (spin up / spin down), eV: -1.05 / -2.92
Kohn-Sham gap (spin up / spin down), eV: 9.7156 / 6.9171
Energy relative to the best compared isomer or geometry (same formula, charge and spin), kJ/mol: 123.9

Charge distribution, Löwdin scheme, values in e: -0.462, 0.193, -0.355, -0.262, 0.144, 0.028, 0.715



# 7
C16H17N | ωB97M-V with the def2-TZVPD basis set

The geometry in XYZ format:
```
34
C16H17N, DFT ωB97M-V with the def2-TZVPD basis set
C 0.8488 -4.4519 1.1183
C 0.8536 -3.0308 0.6235
C -0.2006 -2.1766 0.5147
N 0.2193 -1.0001 -0.0880
C 1.4970 -1.1596 -0.5207
C 2.3528 -0.1588 -1.0075
C 3.6547 -0.5281 -1.2284
C 4.0953 -1.8527 -0.9846
C 3.2827 -2.7495 -0.3378
C 1.9331 -2.4187 -0.0894
H 0.3759 -5.1473 0.4190
H 0.3408 -4.5272 2.0762
H 1.8723 -4.8066 1.2150
H -1.1982 -2.1646 0.9229
H -0.4226 -0.2474 -0.2824
H 1.9060 0.7957 -1.2478
H 4.3178 0.2435 -1.5980
H 5.1661 -1.9851 -1.0386
H 3.5585 -3.7956 -0.2660
C -2.1477 0.9977 1.7993
C -2.3859 2.1143 0.8227
C -3.1434 1.9337 -0.3251
C -3.3851 2.9716 -1.2104
C -2.8495 4.2232 -0.9563
C -2.0515 4.4067 0.1571
C -1.9466 3.4062 1.1076
H -1.1446 1.1822 2.1962
H -2.0861 0.0377 1.2823
H -2.8706 0.8976 2.6070
H -3.5360 0.9350 -0.4960
H -3.9867 2.8511 -2.1002
H -2.9886 5.0512 -1.6404
H -1.6319 5.3680 0.4165
H -1.3932 3.6237 2.0127
```

Values from the calculation:
LUMO level, eV: 0.78
Kohn-Sham gap, eV: 8.6035
Structure (SMILES): Cc1c[nH]c2ccccc12.Cc1ccccc1
Energy relative to the best compared isomer or geometry (same formula, charge and spin), kJ/mol: 55.7

Results of the Löwdin charge analysis, in e, for atoms 1 through 8: -0.044, -0.223, -0.053, 0.073, -0.226, -0.023, -0.103, -0.100



# 8
C3H4N2O | ωB97M-V with the def2-TZVPD basis set

The geometry in XYZ format:
```
10
C3H4N2O, DFT ωB97M-V with the def2-TZVPD basis set
N 1.7880 0.4943 -1.5852
C 1.3976 -0.0980 -0.6809
C 0.7279 -0.7363 0.3997
C -0.7557 -0.2054 0.3798
N -1.0601 0.9926 -0.1684
O -1.5833 -0.8686 0.9537
H 1.2515 -0.5388 1.3427
H 0.6889 -1.8164 0.2464
H -2.0175 1.3139 -0.0993
H -0.4179 1.4731 -0.7653
```

Values from the calculation:
LUMO level, eV: 0.72
Kohn-Sham gap, eV: 11.0985
Structure (SMILES): N#CCC(N)=O
Energy relative to the best compared isomer or geometry (same formula, charge and spin), kJ/mol: 30.8

Results of the Löwdin charge analysis, in e, for atoms 1 through 8: 0.158, -0.261, -0.070, -0.529, 0.174, 0.057, 0.135, 0.131